No. 1
C10H15Br9O4 | ωB97M-V/def2-TZVPD

Summary:
Highest occupied orbital energy in eV: -9.8711
Relative energy (zero: lowest compared OMol25 entry of this formula, charge and spin) in kJ/mol: 0.0

ORCA input file:
```
! wB97M-V def2-TZVPD RIJCOSX def2/J DEFGRID3
* xyz 0 1
C 0.125 15.964 18.054
C -0.744 14.939 17.484
C -2.088 15.634 17.287
O -2.203 15.806 15.921
C -1.333 15.053 15.275
O -1.378 14.872 14.069
O -0.401 14.589 16.171
H -0.212 17.000 18.024
H 1.174 15.831 17.790
H 0.078 15.857 19.138
H -0.809 14.079 18.150
H -2.227 16.605 17.762
H -2.956 15.094 17.664
C 2.973 18.468 18.276
C 4.219 18.614 17.329
O 4.021 18.974 16.160
C 5.658 18.448 17.889
H 3.028 17.547 18.857
H 2.048 18.493 17.699
H 3.024 19.363 18.895
H 6.377 18.157 17.122
H 5.718 18.032 18.894
H 5.815 19.516 18.042
C -3.451 20.246 12.053
Br -3.079 19.631 10.165
Br -4.713 19.079 12.989
Br -4.020 22.142 11.878
H -2.479 20.206 12.543
C 3.119 14.034 15.963
Br 3.822 14.570 14.181
Br 4.691 13.246 16.932
Br 1.911 12.467 15.699
H 2.627 14.898 16.409
C 0.727 18.663 14.357
Br -0.472 18.798 12.811
Br 1.561 16.897 14.485
Br -0.543 18.622 15.900
H 1.503 19.379 14.627
*
```


No. 2
C10H15BrN2 | ωB97M-V/def2-TZVPD

Summary:
Highest occupied orbital energy in eV: -7.9291
Relative energy (zero: lowest compared OMol25 entry of this formula, charge and spin) in kJ/mol: 0.0

ORCA input file:
```
! wB97M-V def2-TZVPD RIJCOSX def2/J DEFGRID3
* xyz 0 1
C -1.340 1.788 0.546
C -0.006 2.500 0.791
C 0.175 1.123 -1.224
C -0.917 0.549 -0.279
C 1.045 1.942 -0.258
C -0.196 -0.372 0.616
C 2.051 1.066 0.380
C -0.120 -1.682 0.474
C 0.517 -2.631 1.415
C -0.659 -2.427 -0.800
N 2.963 0.605 -0.438
N 3.559 -0.108 -1.058
Br 2.962 1.855 1.858
H -1.730 1.399 1.473
H -2.125 2.482 0.165
H -0.251 3.572 0.697
H 0.312 2.360 1.866
H 0.785 0.245 -1.723
H -0.275 1.706 -1.929
H -1.775 0.075 -0.836
H 1.621 2.865 -0.675
H 0.222 0.143 1.419
H 1.059 -3.508 0.976
H -0.194 -3.078 2.124
H 1.276 -2.168 2.063
H 0.158 -2.843 -1.289
H -1.141 -1.859 -1.593
H -1.389 -3.056 -0.245
*
```


No. 3
C10H15Cl31NO3P2S | ωB97M-V/def2-TZVPD

Summary:
Highest occupied orbital energy in eV: -12.3956
Relative energy (zero: lowest compared OMol25 entry of this formula, charge and spin) in kJ/mol: 0.0

ORCA input file:
```
! wB97M-V def2-TZVPD RIJCOSX def2/J DEFGRID3
* xyz 1 1
O 0.935 1.507 3.672
P -0.163 1.175 2.585
Cl 0.411 2.215 0.959
N 0.400 -0.593 2.164
P 2.156 -0.914 1.832
O 2.936 -0.603 3.161
O 2.195 -2.512 1.733
S 2.771 -0.069 0.263
H 1.788 1.801 3.292
H 0.118 -1.139 2.987
H -0.137 -0.980 1.378
H 2.972 -1.419 3.706
H 1.446 -2.928 2.208
C 0.345 -4.076 -0.470
Cl -0.512 -4.123 1.089
Cl 0.496 -5.688 -1.146
Cl -0.501 -3.007 -1.594
H 1.333 -3.672 -0.290
C 1.212 5.861 2.108
Cl 2.827 5.232 2.450
Cl -0.011 4.877 2.926
Cl 1.081 7.548 2.582
H 1.043 5.786 1.042
C 1.397 1.239 -3.536
Cl 0.074 2.394 -3.629
Cl 2.706 1.862 -2.527
Cl 0.822 -0.318 -2.924
H 1.782 1.084 -4.534
C 2.565 10.666 4.713
Cl 3.873 9.522 4.415
Cl 1.204 10.354 3.629
Cl 2.048 10.606 6.395
H 2.933 11.661 4.507
C -3.989 -0.765 -1.387
Cl -5.064 0.623 -1.527
Cl -2.750 -0.454 -0.155
Cl -4.885 -2.226 -1.007
H -3.490 -0.908 -2.336
C 5.706 -3.481 0.750
Cl 5.608 -1.779 1.188
Cl 5.630 -4.503 2.183
Cl 4.395 -3.853 -0.374
H 6.645 -3.665 0.245
C -5.043 -0.485 3.721
Cl -5.448 -0.191 2.035
Cl -5.675 -2.031 4.265
Cl -3.284 -0.412 3.982
H -5.490 0.296 4.320
C -0.380 1.424 -7.944
Cl -0.632 3.132 -7.590
Cl -0.219 0.497 -6.445
Cl -1.688 0.783 -8.931
H 0.542 1.326 -8.498
C 3.569 -8.601 -1.779
Cl 3.787 -6.902 -1.350
Cl 3.326 -9.581 -0.336
Cl 2.221 -8.788 -2.901
H 4.469 -8.942 -2.272
C -8.383 -0.726 -2.578
Cl -9.277 -0.891 -1.067
Cl -8.090 -2.305 -3.310
Cl -9.229 0.338 -3.699
H -7.427 -0.278 -2.349
*
```